1.
Below is C3H9N3O2 as an isolated structure in a non-equilibrium geometry, with properties calculated with ωB97M-V/def2-TZVPD.

Each line ends with the Mulliken charge.
Geometry (Å):
C 0.7742 0.5131 3.1486  -0.83
N 0.9775 0.1164 -0.4527  -0.44
C 0.9992 0.6763 0.7057  0.11
N 1.3357 0.0298 1.8922  -0.28
H -0.2969 0.3365 3.3175  0.31
H 0.9064 1.5991 3.1782  0.32
H 1.3525 0.0858 4.0082  0.29
H 1.2757 -0.8569 -0.5651  0.21
H 0.1108 0.5011 -1.2850  0.40
H 0.6266 1.6663 0.7958  0.34
H 1.3900 -1.0082 1.8734  0.27
N -2.1740 -0.6838 -3.1441  -0.45
C -1.0904 -0.5462 -2.3193  0.66
O -0.6536 0.6888 -2.2183  -0.65
O -0.7241 -1.6040 -1.7590  -0.69
H -2.5794 0.1146 -3.5774  0.20
H -2.2303 -1.6285 -3.5987  0.24

## Properties
energy above the lowest of the compared OMol25 structures with the same formula, charge and spin: 38.70 kcal per mole
highest occupied orbital energy: -9.0 eV
LUMO energy: 0.025 hartree
total charge: 0


2.
Below is C21H34N4O3PSm as an isolated structure in a non-equilibrium geometry, with properties calculated with ωB97M-V/def2-TZVPD.

Each line ends with the Mulliken charge.
Geometry (Å):
Sm 0.3075 0.3048 0.3212  0.85
C -2.4955 -3.1051 2.1778  -1.08
C -1.2876 -2.6934 1.4050  0.43
O -1.0693 -1.4911 1.1600  -0.43
N -0.4506 -3.6388 0.9795  -0.04
C 0.7482 -3.3339 0.2058  -1.31
C 1.8839 -2.8031 1.0523  0.82
C 2.8052 -3.6606 1.6275  -0.84
C 3.8072 -3.1422 2.4332  -0.45
C 3.8614 -1.7725 2.6366  -0.97
C 2.9144 -0.9855 2.0123  -0.19
N 1.9416 -1.4767 1.2339  0.47
H -3.3795 -2.7287 1.6632  0.31
H -2.4611 -2.6377 3.1627  0.23
H -2.5770 -4.1844 2.2931  0.44
H -0.6585 -4.5991 1.1995  0.28
H 0.4804 -2.6193 -0.5690  -0.03
H 1.0525 -4.2480 -0.2956  0.72
H 2.7385 -4.7270 1.4450  0.53
H 4.5360 -3.7977 2.8950  0.44
H 4.6214 -1.3224 3.2615  0.47
H 2.9247 0.0910 2.1430  0.47
C -2.3085 -0.3195 -3.3481  -1.95
C -1.5142 0.4766 -2.3590  1.08
O -0.8684 -0.1785 -1.4979  -0.33
C -1.5004 1.9181 -2.4040  0.85
C -2.0219 2.5672 -3.5490  -0.97
C -2.0245 3.9294 -3.6619  -1.00
C -1.5216 4.6959 -2.5994  -0.49
C -1.0300 4.0980 -1.4599  -0.71
C -1.0067 2.7057 -1.3350  0.59
O -0.5488 2.1640 -0.2113  -0.14
H -2.2952 -1.3678 -3.0658  0.33
H -1.8795 -0.2200 -4.3487  0.44
H -3.3368 0.0391 -3.3984  0.45
H -2.4097 1.9719 -4.3646  0.43
H -2.4141 4.4077 -4.5501  0.44
H -1.5294 5.7775 -2.6706  0.43
H -0.6748 4.6890 -0.6236  0.46
N 2.0169 -0.0367 -1.6499  -0.47
C 2.6098 1.2840 -1.9833  -0.49
C 3.3006 1.8475 -0.7643  -0.75
N 2.3152 2.0843 0.3202  -0.35
H 2.7702 -0.7061 -1.5230  0.29
H 1.4823 -0.3758 -2.4435  0.23
H 1.8024 1.9499 -2.2962  0.23
H 3.3182 1.2182 -2.8072  0.50
H 3.8351 2.7578 -1.0338  0.46
H 4.0397 1.1320 -0.4014  0.34
H 1.7118 2.8587 0.0515  0.14
H 2.8025 2.4150 1.1474  0.31
C -0.2547 2.5804 3.7189  -1.33
P -0.6153 0.9657 2.9484  1.15
C -2.4350 1.0251 2.8251  -1.31
C -0.2915 -0.1969 4.3151  -1.24
H -0.8575 2.7166 4.6177  0.44
H -0.4825 3.3840 3.0173  0.36
H 0.7989 2.6474 3.9930  0.37
H -2.8712 1.1083 3.8207  0.47
H -2.8234 0.1367 2.3305  0.26
H -2.7230 1.9013 2.2430  0.36
H -0.9971 -0.0274 5.1289  0.45
H 0.7195 -0.0402 4.6941  0.38
H -0.3717 -1.2313 3.9806  0.20

## Properties
multiplicity: 6
energy above the lowest of the compared OMol25 structures with the same formula, charge and spin: 1.43 kcal per mole
highest occupied orbital energy (spin up / spin down): -13.6 / -13.6 eV
LUMO energy (spin up / spin down): -0.196 / -0.197 hartree
total charge: +2